# 1
Entry from the Open Molecules 2025 dataset: C5H6OS in the gas phase (wB97M-V/def2-TZVPD).

Geometry as XYZ:
```
13
Properties=species:S:1:pos:R:3:forces:R:3
S 0.8057 0.7476 -3.9497 -0.789 -0.811 1.854
C 0.2208 0.0415 -2.5494 0.079 -1.326 -2.186
C 0.4494 0.5152 -1.2097 -0.595 -0.116 0.544
C -0.1878 -0.0698 -0.1767 -1.213 -1.202 -1.208
C -0.2287 0.3807 1.1872 1.224 1.730 0.999
C -0.1165 -0.5709 2.2894 0.137 -1.390 -0.657
O -1.3355 0.0821 2.0646 0.002 0.669 -0.561
H -0.3877 -0.9592 -2.6496 1.059 2.011 0.293
H 1.0570 1.4046 -1.0753 -0.075 -0.013 -0.023
H -0.8087 -0.9820 -0.3391 0.497 0.687 -0.214
H 0.2344 1.3851 1.2994 -0.535 -0.627 0.369
H -0.1884 -1.6153 1.9475 0.418 0.244 0.588
H 0.4860 -0.3595 3.1614 -0.207 0.144 0.200
```
Positions in Å, forces in eV/Å.

Output
lowest unoccupied orbital energy	-0.97	eV
net charge	0
multiplicity	1
total energy	-18162.1745	eV
E_HOMO	-8.77	eV
frontier orbital gap	7.8	eV
SMILES	S=C/C=C/[C@@H]1CO1

Mulliken population analysis, charges in e, atoms 1 to 2: -0.210, -0.421

# 2
Entry from the Open Molecules 2025 dataset: C5H6OS2 in the gas phase (wB97M-V/def2-TZVPD).

Geometry as XYZ:
```
14
Properties=species:S:1:pos:R:3:forces:R:3
C -2.8650 1.3250 -0.7733 -1.871 0.351 -0.294
C -1.5841 1.0352 -0.6886 0.708 -0.677 0.329
C -1.1039 -0.1906 0.0245 -0.025 0.725 -0.695
S -2.0225 -1.4010 0.5622 0.212 0.057 0.083
C 0.4158 -0.1950 0.1212 1.057 0.070 0.442
O 1.0852 0.7316 -0.2856 -0.463 -0.435 0.027
S 1.1660 -1.5952 0.9253 -0.604 -0.317 -0.033
C 2.8852 -1.1375 0.7486 0.721 -0.144 1.572
H -3.6796 0.7110 -0.3377 0.873 0.253 -0.153
H -3.2412 2.1929 -1.3307 0.434 -0.269 0.259
H -0.8100 1.6633 -1.1378 -0.332 -0.240 0.227
H 3.0435 -0.8202 -0.2406 0.306 0.545 -1.235
H 3.5718 -1.9922 0.9552 -0.895 0.416 -0.067
H 3.1390 -0.3274 1.4573 -0.122 -0.335 -0.463
```
Positions in Å, forces in eV/Å.

Output
lowest unoccupied orbital energy	-1.51	eV
net charge	0
multiplicity	1
total energy	-28998.9145	eV
E_HOMO	-9.04	eV
frontier orbital gap	7.5	eV
SMILES	C=CC(=S)C(=O)SC

Mulliken population analysis, charges in e, atoms 1 to 2: -0.684, -0.080

# 3
Entry from the Open Molecules 2025 dataset: C5H6OS2 in the gas phase (wB97M-V/def2-TZVPD).

Geometry as XYZ:
```
14
Properties=species:S:1:pos:R:3:forces:R:3
S -0.1441 -3.4956 1.6439 0.800 2.268 -0.580
C 0.1288 -1.8752 1.3369 -2.751 -2.268 -2.370
O -0.3074 -1.2227 0.2081 0.452 0.116 2.465
C -0.3302 0.3195 0.4279 1.357 -1.240 -0.577
C 0.9928 0.7802 -0.0846 3.686 -1.323 2.145
C 1.1065 0.8351 -1.3988 0.459 0.858 -1.412
S -0.3701 0.6482 -2.2830 -0.552 -0.741 0.445
C -1.2510 0.7300 -0.6153 -3.058 4.035 -2.062
H 0.4016 -1.1667 2.0374 1.191 0.999 1.837
H -0.7022 0.5838 1.4416 0.593 -0.401 -0.588
H 2.0519 0.5385 0.3975 -2.585 0.991 -0.210
H 2.0715 1.0568 -1.9214 -1.148 -0.480 0.429
H -1.3572 1.9793 -0.7962 -0.024 -3.339 1.770
H -2.2908 0.2888 -0.3939 1.582 0.523 -1.291
```
Positions in Å, forces in eV/Å.

Output
lowest unoccupied orbital energy	0.19	eV
net charge	0
multiplicity	1
total energy	-28997.0231	eV
E_HOMO	-8.66	eV
frontier orbital gap	8.8	eV
SMILES	S=CO[C@H]1C=CSC1

Mulliken population analysis, charges in e, atoms 1 to 2: -0.236, -0.159

# 4
Entry from the Open Molecules 2025 dataset: C5H6P4 in the gas phase (wB97M-V/def2-TZVPD).

Geometry as XYZ:
```
15
Properties=species:S:1:pos:R:3:forces:R:3
C 0.0130 1.5499 1.6832 -0.428 -2.579 -2.912
P -1.6020 1.1294 1.2552 0.336 -1.068 -0.461
P -1.5647 1.1240 -1.2856 1.196 -0.399 0.148
C 0.0352 1.7529 -1.6562 -0.959 -1.194 1.069
P 1.6008 1.2144 -1.1616 -0.572 -1.376 -0.401
P 1.6077 1.1304 1.1154 -0.135 -0.826 0.837
C 1.2321 -0.2849 -0.0514 -1.186 1.871 -0.203
C -0.0607 -1.0750 0.1853 1.325 0.301 0.763
C -1.3542 -0.3212 -0.0273 1.124 1.467 0.110
H 0.0648 2.2102 2.4435 -0.009 2.473 2.384
H 0.1347 2.6524 -2.2299 -0.548 0.474 -0.344
H 1.9377 -1.0408 -0.1459 2.115 -0.686 -0.015
H 0.0142 -2.0203 -0.4021 -0.359 0.734 0.202
H 0.0811 -1.3741 1.2795 -0.734 0.092 -1.184
H -2.0716 -1.1277 -0.0828 -1.165 0.715 0.007
```
Positions in Å, forces in eV/Å.

Output
lowest unoccupied orbital energy	-0.78	eV
net charge	0
multiplicity	1
total energy	-42434.5691	eV
E_HOMO	-8.55	eV
frontier orbital gap	7.8	eV
SMILES	C1=P2=P3=CP4#P1[C@H]4C[C@@H]23

Mulliken population analysis, charges in e, atoms 1 to 2: -0.310, -0.123

# 5
Entry from the Open Molecules 2025 dataset: C5H6S in the gas phase (wB97M-V/def2-TZVPD).

Geometry as XYZ:
```
12
Properties=species:S:1:pos:R:3:forces:R:3
C -1.6274 -0.0916 0.3981 -0.753 0.903 1.121
C -0.4773 -0.8212 -0.3150 0.977 -0.376 -0.315
C 0.7978 -0.0851 -0.1518 1.566 5.843 1.022
C 1.3540 1.3349 0.0994 -4.050 -3.664 -1.694
C 2.1663 0.2247 -0.2413 0.964 -0.072 0.901
S 3.7015 -0.3345 -0.3212 -0.030 -0.048 -0.384
H -1.4474 -0.3299 1.5137 -0.818 0.653 -1.672
H -2.5370 -0.5427 0.0191 -0.356 -0.422 0.525
H -1.9196 1.0695 0.2715 1.714 -2.502 0.034
H -0.5491 -0.9237 -1.4200 -0.388 0.222 0.460
H -0.3767 -1.9153 0.0309 -0.173 1.701 -0.234
H 0.9150 2.4149 0.1165 1.347 -2.238 0.238
```
Positions in Å, forces in eV/Å.

Output
lowest unoccupied orbital energy	0.03	eV
net charge	0
multiplicity	1
total energy	-16113.3387	eV
E_HOMO	-7.89	eV
frontier orbital gap	7.9	eV
SMILES	CCc1cc1=S

Mulliken population analysis, charges in e, atoms 1 to 2: -0.932, -0.234

# 6
Entry from the Open Molecules 2025 dataset: C5H6S3 in the gas phase (wB97M-V/def2-TZVPD).

Geometry as XYZ:
```
14
Properties=species:S:1:pos:R:3:forces:R:3
C 2.2689 -1.2404 -1.0991 -1.843 -1.694 2.954
C 1.2652 -0.2620 -0.5110 -3.309 -0.253 0.610
C 0.0821 -0.3989 0.2569 0.749 -2.430 -1.522
C -0.5675 -1.7155 0.4730 -2.885 2.260 1.833
S -2.1323 -1.6272 1.2520 2.931 -0.667 -1.507
S -1.0823 0.9632 0.4690 1.456 -0.048 -0.880
C 0.1703 2.1836 -0.1956 -0.414 0.518 0.326
S 1.5361 1.2971 -1.1119 -0.674 1.638 -0.401
H 1.9276 -2.3465 -1.1311 0.263 2.016 -0.369
H 2.5849 -0.7953 -2.0044 0.850 -0.186 -0.922
H 2.9609 -1.2223 -0.2558 1.058 -0.173 -0.665
H -0.2514 -2.6959 0.1341 0.565 0.292 -0.028
H -0.3864 3.0797 -0.7636 1.690 -2.135 1.224
H 0.7069 2.4505 0.7298 -0.436 0.861 -0.654
```
Positions in Å, forces in eV/Å.

Output
lowest unoccupied orbital energy	-0.89	eV
net charge	0
multiplicity	1
total energy	-37785.5721	eV
E_HOMO	-7.83	eV
frontier orbital gap	6.9	eV
SMILES	CC1=C(C=S)SCS1

Mulliken population analysis, charges in e, atoms 1 to 2: -1.220, 0.605